1.
{
  "formula": "C7H10N2O3",
  "method": "ωB97M-V with the def2-TZVPD basis set",
  "elements": ["C", "C", "C", "C", "C", "C", "C", "N", "N", "O", "O", "O", "H", "H", "H", "H", "H", "H", "H", "H", "H", "H"],
  "positions_angstrom": [[-1.9519, 1.5794, 1.8623], [0.2928, 1.4717, 0.8779], [1.0378, -1.0657, -1.7130], [1.8293, -0.8529, -0.4702], [-0.1205, -0.0824, -1.8814], [-0.5249, -1.0003, 0.3606], [0.9098, -0.8703, 0.7176], [-0.7584, 1.7583, 1.6438], [-0.9743, -0.3635, -0.7254], [-2.6847, 1.7574, 2.8980], [0.6542, 2.0383, -0.1209], [1.0297, 0.4333, 1.5065], [1.5785, -0.9330, -2.6856], [0.6115, -2.0802, -1.6976], [2.5677, -1.6110, -0.4553], [2.3639, 0.0608, -0.4343], [0.1702, 1.0354, -1.8202], [-0.7883, -0.0851, -2.6918], [-1.1138, -0.9356, 1.2436], [1.3222, -1.6709, 1.3664], [-1.8851, -0.0336, -0.6859], [-3.5657, 1.4501, 2.9048]],
  "forces_ev_per_a": [[0.8, -1.4, -2.4], [2.1, -1.4, 0.0], [-0.6, 0.6, -3.4], [-0.3, 0.4, -0.6], [0.0, 1.8, 2.7], [1.4, -1.1, 1.5], [0.4, -0.2, 0.5], [-1.9, 1.2, 1.8], [0.8, 0.2, -0.8], [1.5, 1.6, 2.3], [0.0, 0.2, 0.6], [-0.7, 0.3, -1.0], [0.3, -0.5, 1.0], [0.1, 0.2, -0.1], [0.7, -1.0, 0.5], [0.4, 1.1, -0.3], [0.2, -1.8, -0.1], [-0.3, -0.9, -1.7], [-1.0, -0.3, 0.3], [-0.9, 0.8, 0.4], [-1.7, 0.7, -0.2], [-1.4, -0.6, -0.7]],
  "de_lowest_kcal_mol": 129.5,
  "orbital_gap_ev": [5.35, 8.69],
  "lumo_energy_ha": [-0.033, 0.013],
  "fmax_ha_per_bohr": 0.0679
}



2.
{
  "formula": "C7H10N2O6",
  "method": "ωB97M-V with the def2-TZVPD basis set",
  "elements": ["C", "C", "C", "C", "C", "C", "C", "N", "N", "O", "O", "O", "O", "O", "O", "H", "H", "H", "H", "H", "H", "H", "H", "H", "H"],
  "positions_angstrom": [[-0.8122, -0.7381, 0.7556], [0.6350, -1.0432, -1.3698], [0.4990, -1.1328, 0.1314], [1.4610, -0.0193, -0.2246], [1.1054, -2.4452, 0.7953], [-2.3364, 2.2812, -0.2725], [-2.4894, 0.9714, 0.3422], [2.8412, -0.3283, -0.2872], [1.0469, 1.3499, -0.0338], [-1.2635, -1.1418, 1.7988], [3.2490, -1.4192, -0.6076], [3.5584, 0.6150, -0.0606], [1.1900, 2.0218, -1.0243], [0.7151, 1.6126, 1.0909], [-1.3373, 0.1846, -0.0064], [1.2348, -1.7979, -1.9957], [0.0133, -0.2840, -1.8991], [1.9652, -2.0786, 1.4012], [1.5223, -3.1099, 0.1835], [0.2605, -2.8570, 1.4812], [-2.8791, 2.2831, -1.2586], [-2.8318, 3.1403, 0.3061], [-1.3104, 2.5093, -0.5654], [-3.2849, 0.4011, -0.1063], [-2.7523, 1.0251, 1.4260]],
  "forces_ev_per_a": [[-0.1, 0.2, 1.2], [0.9, 2.4, 0.5], [1.1, -3.0, -0.3], [-2.5, -4.8, -2.3], [-2.6, 4.0, 4.1], [-1.4, 2.9, -1.9], [-0.9, -1.7, 1.6], [1.3, 1.0, 0.1], [1.7, -1.0, -0.6], [0.2, 0.0, -0.7], [-0.4, -0.6, 0.0], [0.7, 0.9, 0.4], [-0.7, 1.4, 0.3], [-0.4, 1.2, 0.2], [-0.3, 0.9, -0.5], [-0.8, 1.5, 1.4], [0.2, -1.2, 0.3], [-0.8, -0.5, 0.2], [1.1, -2.6, -2.9], [1.8, 0.5, -1.2], [0.5, 0.1, 0.8], [1.1, -1.3, -0.6], [0.0, 0.2, 0.6], [-0.7, 0.0, -0.1], [1.0, -0.4, -0.6]],
  "de_lowest_kcal_mol": 134.8,
  "orbital_gap_ev": 9.96,
  "lumo_energy_ha": -0.025,
  "fmax_ha_per_bohr": 0.1225
}



3.
{
  "formula": "C7H10N3O2",
  "method": "ωB97M-V with the def2-TZVPD basis set",
  "elements": ["C", "C", "C", "C", "C", "C", "C", "N", "N", "N", "O", "O", "H", "H", "H", "H", "H", "H", "H", "H", "H", "H"],
  "positions_angstrom": [[-1.0222, -0.4284, 0.2803], [-1.3461, 1.5765, -0.1556], [1.1681, 0.5378, 0.9926], [-0.9776, -1.6823, 0.6966], [1.1264, 0.3068, -1.0489], [-3.4022, 0.5535, 0.6253], [3.4814, 0.7966, 0.0892], [-2.0183, 0.5468, 0.2222], [2.0626, 0.4121, 0.0716], [-0.0025, 0.4861, -0.0691], [-1.1619, 2.6087, -0.5769], [0.9918, 0.5386, 2.1624], [0.0258, -2.1351, 0.6026], [-1.9825, -2.1763, 0.9189], [1.1818, 1.1258, -1.6605], [1.0441, -0.5578, -1.5716], [-3.9199, -0.3525, 0.1053], [-3.4365, 0.5238, 1.7207], [-3.7429, 1.5679, 0.2328], [4.1239, 0.0413, 0.4516], [3.8125, 0.9867, -1.0070], [3.6040, 1.7333, 0.6275]],
  "forces_ev_per_a": [[-0.1, -1.1, 0.4], [3.1, -1.9, -0.3], [-2.8, -0.1, 2.4], [-1.1, 0.2, -0.8], [-0.6, 1.3, 3.0], [-1.1, -0.1, -1.3], [-0.1, 1.1, -2.6], [-2.2, -1.2, 0.9], [2.3, -0.2, -1.9], [2.0, -0.2, 0.1], [-0.8, 3.7, -0.9], [0.6, 0.5, -0.3], [-1.0, -0.3, 0.4], [2.0, 0.3, -0.1], [0.1, 2.1, -1.8], [0.2, -2.9, -1.3], [0.6, 1.9, 1.1], [-0.4, -0.1, -0.3], [-0.3, -1.6, 0.7], [0.4, -0.9, 0.6], [-0.7, -0.3, 1.8], [0.0, -0.1, 0.1]],
  "de_lowest_kcal_mol": 69.1,
  "charge": 1,
  "orbital_gap_ev": 11.04,
  "lumo_energy_ha": -0.107,
  "fmax_ha_per_bohr": 0.0751
}



4.
{
  "formula": "C7H10N3O2S",
  "method": "ωB97M-V with the def2-TZVPD basis set",
  "elements": ["C", "C", "C", "C", "C", "C", "C", "N", "N", "N", "O", "O", "S", "H", "H", "H", "H", "H", "H", "H", "H", "H", "H"],
  "positions_angstrom": [[0.5333, -0.1022, -0.1015], [1.4250, -1.1108, -0.4430], [3.4596, 0.0495, 0.1201], [2.8066, 1.4040, -0.3129], [-2.0145, 1.0752, 1.1506], [-3.1718, -0.7114, -0.2822], [-1.9737, 0.1991, -0.1467], [-0.6598, -1.8506, -0.6937], [-0.7399, -0.6017, -0.2784], [2.7177, -1.0402, -0.1943], [4.5696, -0.0863, 0.6477], [0.6254, -2.2022, -0.8104], [1.0268, 1.5189, 0.2312], [3.3258, 2.3167, -0.0358], [2.7606, 1.3367, -1.4389], [-1.7163, 0.4770, 2.0927], [-2.9962, 1.5498, 1.3123], [-1.1851, 1.7675, 1.2310], [-3.1082, -1.5394, 0.4958], [-3.0597, -1.3200, -1.1761], [-4.0403, -0.0501, -0.1317], [-1.8164, 0.8505, -1.0196], [3.2315, -1.9301, -0.2164]],
  "forces_ev_per_a": [[0.3, -0.5, -0.9], [-4.4, 0.8, 0.7], [3.1, 2.6, 1.8], [-0.7, -1.7, -1.5], [1.3, -1.8, 1.5], [0.7, -1.0, 1.2], [-0.3, 0.6, 0.3], [-1.3, 0.7, 0.4], [3.4, -1.4, -0.1], [1.2, -3.9, -0.9], [-2.9, 0.5, -1.6], [1.4, 2.0, 0.7], [0.7, 0.7, 0.5], [0.0, -0.3, 0.4], [0.2, 0.3, 1.0], [-1.1, 0.2, -1.4], [0.6, -0.2, -0.3], [-0.4, 0.8, -0.6], [-0.4, 1.4, -0.4], [-0.8, 0.6, -0.5], [0.0, -0.9, -0.5], [-0.6, 0.1, 0.1], [0.0, 0.5, 0.2]],
  "de_lowest_kcal_mol": 30.8,
  "charge": 1,
  "orbital_gap_ev": [8.24, 8.23],
  "lumo_energy_ha": [-0.177, -0.177],
  "fmax_ha_per_bohr": 0.0881
}